Record 1
Here is a cluster of 2 separate species, C3H11N2 in total at a distorted geometry from the OMol25 dataset. Energies are from ωB97M-V/def2-TZVPD.

## Properties
Lowest unoccupied orbital energy   -3.4 eV
Energy   -230.09817 a.u.
Energy relative to the best compared isomer or geometry (same formula, charge and spin)   52.84 kcal/mol
Frontier orbital gap   9.912 eV

The geometry in ORCA input format:
```
! RIJCOSX wB97M-V def2-TZVPD def2/J DEFGRID3
* xyz 1 1
N -1.29760 -0.12136 -0.71743
N 1.28482 -0.20999 -1.08952
C 1.55072 -0.30656 1.34633
C -2.08857 0.44348 0.52510
C 1.78302 0.28094 0.15183
H -1.64109 0.43078 -1.50622
H -3.14937 0.53287 0.19235
H 1.05971 -1.30877 1.44067
H -1.80444 -1.07712 -0.95243
H -1.56754 1.44027 0.64650
H -0.25048 -0.04384 -0.68512
H 1.41098 -1.33729 -1.28175
H -1.89966 -0.12629 1.48743
H 2.48381 1.04135 0.02937
H 2.01043 0.10091 -1.72762
H 2.11527 0.26063 2.14051
*
```



Record 2
Here is a cluster of 2 separate species, C3H11N2 in total at a distorted geometry from the OMol25 dataset. Energies are from ωB97M-V/def2-TZVPD.

## Properties
Lowest unoccupied orbital energy   -3.4 eV
Energy   -230.09795 a.u.
Energy relative to the best compared isomer or geometry (same formula, charge and spin)   52.98 kcal/mol
Frontier orbital gap   10.114 eV

The geometry in ORCA input format:
```
! RIJCOSX wB97M-V def2-TZVPD def2/J DEFGRID3
* xyz 1 1
N -0.33959 0.16076 -0.25000
N 2.17959 -1.59521 1.72856
C -0.61836 0.73463 -1.75133
C -1.90963 1.53214 -1.70969
C 2.24506 -1.67581 2.99069
H 0.29459 1.34943 -1.98956
H -2.15778 2.44424 -0.93242
H 0.47131 -0.39201 -0.20009
H -0.35117 1.00233 0.42779
H -2.04564 1.99424 -2.65207
H 2.66027 -2.31227 1.23072
H -2.77188 0.78093 -1.74865
H 2.57190 -2.49435 3.65731
H -1.21071 -0.35087 0.06523
H 1.74940 -0.87667 3.50891
H -0.76735 -0.30149 -2.37541
*
```



Record 3
Here is a cluster of 2 separate species, C3H11N2 in total at a distorted geometry from the OMol25 dataset. Energies are from ωB97M-V/def2-TZVPD.

## Properties
Lowest unoccupied orbital energy   -4.1 eV
Energy   -230.16358 a.u.
Energy relative to the best compared isomer or geometry (same formula, charge and spin)   11.79 kcal/mol
Frontier orbital gap   10.704 eV

The geometry in ORCA input format:
```
! RIJCOSX wB97M-V def2-TZVPD def2/J DEFGRID3
* xyz 1 1
N -2.55935 1.89612 0.61816
N -0.56186 1.19578 1.60952
C 1.97158 -1.10801 -0.44771
C 1.22901 -1.69566 -1.63004
C -1.64287 0.99693 0.90128
H 0.15443 -1.48532 -1.50584
H -0.33641 2.13642 1.91908
H 1.42957 -1.28048 -2.61347
H 2.96617 -1.47958 -0.22318
H 1.30838 -2.78180 -1.65161
H -1.74177 0.02241 0.43483
H 2.03857 -0.02123 -0.55828
H 0.03625 0.41150 1.80599
H 1.35212 -1.30543 0.43629
H -3.09094 1.73545 -0.22546
H -2.55289 2.76292 1.13046
*
```



Record 4
Here is a cluster of 2 separate species, C3H11N2 in total at a distorted geometry from the OMol25 dataset. Energies are from ωB97M-V/def2-TZVPD.

## Properties
Lowest unoccupied orbital energy (alpha / beta)   -9.0 / -12.5 eV
Energy   -229.66504 a.u.
⟨S²⟩   0.76
Energy relative to the best compared isomer or geometry (same formula, charge and spin)   21.85 kcal/mol
Frontier orbital gap (alpha / beta)   11.406 / 9.891 eV

The geometry in ORCA input format:
```
! RIJCOSX wB97M-V def2-TZVPD def2/J DEFGRID3
* xyz 2 2
N 0.81059 -1.21372 0.15653
N 0.33649 1.64691 0.79478
C -0.03609 -1.10759 -2.14553
C -0.16702 -1.34075 -0.77527
C -1.01242 1.42651 1.44815
H -0.88228 -0.83474 -2.76896
H -1.48526 0.56268 0.98683
H 0.93283 1.92382 1.57797
H 0.44700 -1.60870 1.03078
H -1.14679 -1.58065 -0.36789
H -1.03823 1.40395 2.53034
H -1.66745 2.24137 1.13729
H 0.31584 2.38029 0.08441
H 0.91782 -1.07107 -2.66761
H 0.66986 0.78247 0.32052
H 1.62200 -1.82978 -0.00793
*
```



Record 5
Here is a cluster of 2 separate species, C3H11N2O in total at a distorted geometry from the OMol25 dataset. Energies are from ωB97M-V/def2-TZVPD.

## Properties
Lowest unoccupied orbital energy (alpha / beta)   0.1 / 0.1 eV
Energy   -305.47560 a.u.
⟨S²⟩   0.75
Energy relative to the best compared isomer or geometry (same formula, charge and spin)   60.38 kcal/mol
Frontier orbital gap (alpha / beta)   3.519 / 6.131 eV

The geometry in ORCA input format:
```
! RIJCOSX wB97M-V def2-TZVPD def2/J DEFGRID3
* xyz 0 2
O -1.55354 -2.46632 -2.33813
N -0.44168 -0.56576 -0.42798
N 0.36225 2.77771 1.01396
C 0.36162 1.69668 0.11599
C 0.36252 0.33793 0.42029
C 1.31143 -0.27410 1.37417
H -0.43240 3.41698 1.03123
H 0.03728 -0.96896 -1.24590
H -2.39331 -2.32225 -2.78335
H 1.34503 -1.39030 1.36753
H 2.37248 -0.03500 1.25586
H 0.62969 2.61795 1.96711
H 0.95990 -0.13180 2.40200
H -0.55309 -1.39266 0.16131
H -1.01805 -3.04816 -2.87324
H -1.40569 -0.27439 -0.55468
H 0.05556 2.02245 -0.88616
*
```



Record 6
Here is a cluster of 2 separate species, C3H11N2O in total at a distorted geometry from the OMol25 dataset. Energies are from ωB97M-V/def2-TZVPD.

## Properties
Lowest unoccupied orbital energy   -3.4 eV
Energy   -305.38015 a.u.
Energy relative to the best compared isomer or geometry (same formula, charge and spin)   45.54 kcal/mol
Frontier orbital gap   10.139 eV

The geometry in ORCA input format:
```
! RIJCOSX wB97M-V def2-TZVPD def2/J DEFGRID3
* xyz 1 1
O -1.47697 -0.63825 -0.41660
N 1.42401 -2.23882 0.76206
N 0.14812 1.59421 -0.59779
C -0.00965 -1.96481 1.01191
C -0.67551 -1.58335 -0.29300
C -0.52774 2.97280 -0.68494
H 1.57376 -3.16582 0.39613
H -1.12224 3.20215 0.21862
H 1.87185 -2.28181 1.70441
H -0.21697 -1.15135 1.71481
H -0.53080 -2.90640 1.40281
H -0.54197 -2.19121 -1.19363
H 0.65185 1.51397 0.29089
H -0.57581 0.87814 -0.59269
H 0.32195 3.68692 -0.73486
H -1.12290 2.93532 -1.63396
H 0.80902 1.33829 -1.35414
*
```



Record 7
Here is a cluster of 2 separate species, C3H11N2O in total at a distorted geometry from the OMol25 dataset. Energies are from ωB97M-V/def2-TZVPD.

## Properties
Lowest unoccupied orbital energy   -3.6 eV
Energy   -305.32707 a.u.
Energy relative to the best compared isomer or geometry (same formula, charge and spin)   78.86 kcal/mol
Frontier orbital gap   8.483 eV

The geometry in ORCA input format:
```
! RIJCOSX wB97M-V def2-TZVPD def2/J DEFGRID3
* xyz 1 1
O 2.95573 1.34628 -0.46468
N 0.90857 -0.61027 0.59622
N -1.86824 1.20233 -0.68152
C -1.46905 -1.47753 0.81781
C -0.81326 0.38736 -1.00927
C -0.49354 -0.55133 -0.05770
H -1.68020 -1.03331 1.81379
H 0.76877 -0.33421 1.62637
H 3.38636 1.45136 -1.37937
H -2.46562 -1.69347 0.31310
H -0.05981 0.73540 -1.80392
H -2.69750 0.73850 -0.49839
H 1.39862 -1.48484 0.56258
H 3.69351 1.61114 0.07302
H -1.07725 -2.48503 0.93473
H -2.01120 2.19731 -0.89882
H 1.52410 0.00030 0.05606
*
```



Record 8
Here is a cluster of 2 separate species, C3H11N2O in total at a distorted geometry from the OMol25 dataset. Energies are from ωB97M-V/def2-TZVPD.

## Properties
Lowest unoccupied orbital energy   -3.4 eV
Energy   -305.40398 a.u.
Energy relative to the best compared isomer or geometry (same formula, charge and spin)   30.59 kcal/mol
Frontier orbital gap   11.625 eV

The geometry in ORCA input format:
```
! RIJCOSX wB97M-V def2-TZVPD def2/J DEFGRID3
* xyz 1 1
O 0.56217 -1.59290 -1.96167
N -2.07983 0.06522 -0.84798
N -0.30996 0.61483 0.51723
C -1.19277 -0.23575 0.07820
C 1.83598 1.25516 1.41166
C 0.84205 0.12814 1.39100
H 1.44623 -1.49523 -2.32332
H 2.79603 0.87761 1.80729
H 0.43774 -0.03690 2.39194
H -1.28047 -1.17658 0.59893
H -2.38760 0.98400 -1.12315
H 1.70577 2.14113 2.01972
H 1.30611 -0.58206 0.71576
H 2.19813 1.61970 0.44296
H -2.54515 -0.59287 -1.44493
H 0.12763 -1.93090 -2.77822
H -0.29313 1.57190 0.20634
*
```



Record 9
Here is a cluster of 2 separate species, C3H11N2O in total at a distorted geometry from the OMol25 dataset. Energies are from ωB97M-V/def2-TZVPD.

## Properties
Lowest unoccupied orbital energy   -3.5 eV
Energy   -305.41707 a.u.
Energy relative to the best compared isomer or geometry (same formula, charge and spin)   22.38 kcal/mol
Frontier orbital gap   11.369 eV

The geometry in ORCA input format:
```
! RIJCOSX wB97M-V def2-TZVPD def2/J DEFGRID3
* xyz 1 1
O -0.19172 0.99999 2.44944
N 2.43736 0.51228 0.11512
N 0.25107 -0.05730 -0.32741
C -0.88741 -0.29656 -1.29299
C 1.38097 0.42006 -0.71176
C -1.88307 -1.23078 -0.67428
H 0.19556 -0.46369 0.59144
H -0.61476 0.48417 3.14676
H 3.09398 1.22937 -0.11896
H -1.50985 -2.23930 -0.56629
H -2.81049 -1.21934 -1.23588
H -0.39694 -0.48467 -2.22914
H -1.24226 0.70902 -1.54627
H -2.12195 -0.84980 0.32302
H 2.53170 -0.09628 0.91426
H 1.65714 0.76042 -1.69386
H 0.11066 1.82241 2.85679
*
```



Record 10
Here is a cluster of 2 separate species, C3H11N2O2 in total at a distorted geometry from the OMol25 dataset. Energies are from ωB97M-V/def2-TZVPD.

## Properties
Lowest unoccupied orbital energy   -3.0 eV
Energy   -380.69102 a.u.
Energy relative to the best compared isomer or geometry (same formula, charge and spin)   14.34 kcal/mol
Frontier orbital gap   11.234 eV

The geometry in ORCA input format:
```
! RIJCOSX wB97M-V def2-TZVPD def2/J DEFGRID3
* xyz 1 1
O -0.30458 -1.09782 0.70825
O -2.18570 1.35014 0.63327
N -0.95117 0.12604 -1.57612
N 1.60279 -0.57295 1.79968
C 1.26291 0.26464 -0.46479
C 0.76529 -0.50555 0.75759
C 0.52759 -0.25855 -1.66332
H 2.37018 0.08914 1.84460
H -1.43330 0.25417 -2.47078
H 2.32328 0.02775 -0.58333
H -1.37711 -0.71303 -1.17470
H 0.50167 -1.32748 -1.64782
H -1.22064 0.88248 -0.90111
H -2.71282 0.54899 0.73473
H 1.30370 1.35774 -0.38964
H -2.05261 1.64740 1.54239
H 0.83648 0.03417 -2.66324
H 1.39490 -1.07141 2.64428
*
```



Record 11
Here is a cluster of 4 separate species, C3H11N2O3 in total at a distorted geometry from the OMol25 dataset. Energies are from ωB97M-V/def2-TZVPD.

## Properties
Lowest unoccupied orbital energy   -2.9 eV
Energy   -455.90428 a.u.
Energy relative to the best compared isomer or geometry (same formula, charge and spin)   31.15 kcal/mol
Frontier orbital gap   11.034 eV

The geometry in ORCA input format:
```
! RIJCOSX wB97M-V def2-TZVPD def2/J DEFGRID3
* xyz 1 1
O 2.43440 -1.71395 -0.88982
O 0.24695 -2.75195 0.26881
O 1.07383 1.59665 0.74008
N -0.98846 1.67115 -0.70675
N -0.98852 -0.33323 0.04063
C -1.92832 0.36957 0.81483
C -1.95664 1.57924 0.27222
C -0.33103 0.50753 -0.79784
H 0.53137 0.27834 -1.39026
H 2.14758 -2.28304 -1.59410
H 2.91550 -0.90220 -0.99675
H 1.36384 2.43395 0.35826
H 1.15278 1.81577 1.68354
H -0.76562 -1.31513 0.13084
H -0.96661 2.46236 -1.33984
H 1.13294 -2.40104 0.35698
H -2.39346 -0.17884 1.59460
H -0.02039 -3.25012 1.05502
H -2.66014 2.41495 0.39958
*
```



Record 12
Here is a cluster of 2 separate species, C3H11N2S in total at a distorted geometry from the OMol25 dataset. Energies are from ωB97M-V/def2-TZVPD.

## Properties
Lowest unoccupied orbital energy   -4.3 eV
Energy   -628.31389 a.u.
Energy relative to the best compared isomer or geometry (same formula, charge and spin)   39.70 kcal/mol
Frontier orbital gap   8.152 eV

The geometry in ORCA input format:
```
! RIJCOSX wB97M-V def2-TZVPD def2/J DEFGRID3
* xyz 1 1
S 0.91394 0.72676 -0.27962
N -2.69067 -1.02879 2.79518
N -1.51266 -1.33625 0.78691
C 1.51882 0.22564 -1.98261
C 2.44347 1.20772 -2.64858
C -1.92905 -0.58865 1.79746
H 3.40456 0.62939 -2.82284
H 2.43091 2.31842 -2.42962
H 0.57477 0.03456 -2.61351
H -1.52239 -2.35314 1.11186
H -2.98768 -1.98834 2.80390
H 2.04755 -0.69453 -1.65746
H -0.75040 -0.89618 0.31334
H 1.99052 1.15182 -3.66366
H -2.61292 -0.58549 3.71842
H 1.54560 1.87790 -0.40364
H -1.51961 0.36433 2.04476
*
```



Record 13
Here is the ion C3H11N2S with charge +1 from the OMol25 dataset. Energies are from ωB97M-V/def2-TZVPD.

## Properties
Lowest unoccupied orbital energy   -3.5 eV
Energy   -628.35005 a.u.
Energy relative to the best compared isomer or geometry (same formula, charge and spin)   17.01 kcal/mol
SMILES   NC[C@@H]([NH3+])CS
Frontier orbital gap   9.505 eV

The geometry in ORCA input format:
```
! RIJCOSX wB97M-V def2-TZVPD def2/J DEFGRID3
* xyz 1 1
S 0.32962 2.95477 -0.52130
N -1.29627 -0.73293 -0.37270
N 1.09142 -1.86563 0.25014
C -0.55601 1.56686 0.21904
C 0.93890 -0.49093 0.64305
C -0.09052 0.21375 -0.28231
H 1.85006 0.08281 0.55740
H 1.88913 -2.00637 -0.35452
H 0.33092 0.23983 -1.28695
H -1.63638 1.69437 0.12294
H 0.55122 -0.41110 1.64874
H -1.03923 -1.57599 -0.88735
H -1.55131 -0.99589 0.58080
H 0.48711 2.46077 -1.75586
H -0.38417 1.66542 1.29199
H -2.06374 -0.26314 -0.85311
H 1.14926 -2.53660 0.99999
*
```



Record 14
Here is a cluster of 2 separate species, C3H11N2S in total at a distorted geometry from the OMol25 dataset. Energies are from ωB97M-V/def2-TZVPD.

## Properties
Lowest unoccupied orbital energy   -4.4 eV
Energy   -628.31777 a.u.
Energy relative to the best compared isomer or geometry (same formula, charge and spin)   37.26 kcal/mol
Frontier orbital gap   7.311 eV

The geometry in ORCA input format:
```
! RIJCOSX wB97M-V def2-TZVPD def2/J DEFGRID3
* xyz 1 1
S 1.10126 -0.26694 -0.87830
N -0.58920 -0.70565 2.14108
N -2.79897 0.00268 2.29723
C 2.68205 0.56729 -1.40854
C 0.33702 -0.16041 -2.58998
C -1.52296 0.20195 2.30517
H -3.33711 0.38489 3.06863
H 3.54248 0.32174 -0.74101
H 0.81680 -0.90410 -3.30248
H 0.32192 -0.56036 1.68026
H -1.30666 1.22951 2.69719
H 2.30581 1.63482 -1.41621
H 2.84334 0.30814 -2.51069
H -3.36254 -0.75318 1.83981
H -0.67528 -0.50942 -2.50581
H -0.77280 -1.69214 2.32457
H 0.41485 0.90117 -3.00093
*
```